(1)
C13H6BrCl4O4S | ωB97M-V/def2-TZVPD

```
! wB97M-V def2-TZVPD RIJCOSX def2/J DEFGRID3
* xyz -1 1
O 1.8008 -3.9545 3.0080
C 1.2885 -2.8750 2.7934
C -0.2570 -2.7671 2.5323
O -0.9263 -3.7978 2.4902
C -0.7714 -1.4563 2.3746
Cl -2.4463 -1.3301 2.3186
C 0.0085 -0.1760 2.4246
Cl -0.6297 0.7227 3.8443
C -0.1536 0.6389 1.1032
Br -1.8054 1.6708 0.9582
S -0.0049 -0.3754 -0.4599
O 1.3881 -0.7816 -0.5083
O -1.0503 -1.3575 -0.5088
C -0.3243 0.6651 -1.9120
C -1.6411 0.8444 -2.3405
C -1.8958 1.6677 -3.4343
C -0.8432 2.2758 -4.1152
C 0.4744 2.0411 -3.7200
C 0.7441 1.2154 -2.6202
C 1.4996 -0.3916 2.7723
Cl 2.4107 1.0114 3.0900
C 2.0677 -1.6103 2.8580
Cl 3.7356 -1.8108 3.1531
H 0.6880 1.3472 1.0168
H -2.4547 0.3401 -1.8192
H -2.9275 1.8231 -3.7531
H -1.0467 2.9347 -4.9607
H 1.3039 2.4882 -4.2638
H 1.7682 0.9976 -2.3216
*
```

As for the total energy: -152735.6763 eV. As for the HOMO energy: -0.1326 Ha. As for the energy above the lowest of the compared OMol25 structures with the same formula, charge and spin: 12.7 kcal/mol.

Atomic partial charges in e from the Mulliken method, atoms 1 to 2: O -0.63; C 0.21


(2)
C3H8NO2S | ωB97M-V/def2-TZVPD

```
! wB97M-V def2-TZVPD RIJCOSX def2/J DEFGRID3
* xyz -1 1
O -1.2596 -1.1454 -2.6786
C -1.2284 -0.5076 -1.6358
N -0.6063 -0.9326 -0.5268
C -0.8016 -0.3000 0.7866
C 0.5781 -0.0470 1.4670
S 1.6126 -1.5087 1.5109
H -1.6472 0.5043 -1.5680
H -0.2674 -1.8774 -0.5214
H -1.3019 -1.0492 1.3993
H -1.2036 0.6793 0.5316
H 0.2448 0.1144 2.5001
H 1.0010 0.8215 0.9798
H 1.8025 1.2239 -1.2670
H 1.6700 1.9875 -0.0258
O 1.4070 2.0369 -0.9519
*
```

As for the total energy: -19662.1777 eV. As for the HOMO energy: -0.1064 Ha. As for the energy above the lowest of the compared OMol25 structures with the same formula, charge and spin: 37.9 kcal/mol.

Atomic partial charges in e from the Mulliken method, atoms 1 to 2: O -0.65; C 0.08


(3)
C39H26F12N3O5S2Tc | ωB97M-V/def2-TZVPD

```
! wB97M-V def2-TZVPD RIJCOSX def2/J DEFGRID3
* xyz 2 1
Tc -0.2834 -0.0021 0.2954
C -5.2633 -1.6912 5.0499
C -4.0379 -1.5876 4.2087
C -3.1360 -2.6491 4.1156
C -2.0218 -2.5557 3.3256
C -1.7621 -1.4112 2.5248
N -0.7804 -1.4257 1.5526
C -0.1741 -2.6609 1.2432
C -0.9357 -3.7956 0.9578
C -0.3315 -5.0144 0.7219
C 1.0500 -5.1443 0.7887
C 1.7177 -6.4649 0.5634
C 1.8168 -3.9932 1.0088
C 1.2353 -2.7498 1.1761
C 2.0837 -1.4776 1.2697
O 1.5068 -0.4094 0.5649
C 2.3379 -1.1016 2.7621
F 2.9314 0.0867 2.8716
F 3.0994 -2.0260 3.3433
F 1.1801 -1.0456 3.4415
C 3.4544 -1.6241 0.5426
F 4.0694 -0.4325 0.4840
F 4.2934 -2.4926 1.0870
F 3.2128 -2.0101 -0.7336
C -2.5756 -0.2647 2.7781
C -3.7009 -0.3934 3.5653
C -2.2036 1.0776 2.1737
O -1.8102 0.9974 0.8592
C -1.0006 1.6973 2.9931
F 0.1689 1.3270 2.3728
F -0.9567 1.2388 4.2390
F -0.9839 3.0253 3.0255
C -3.3713 2.1149 2.1934
F -4.4805 1.5793 1.6647
F -3.0549 3.1766 1.4474
F -3.6501 2.5265 3.4352
H -5.6404 -2.7123 5.0722
H -5.0246 -1.4153 6.0814
H -6.0471 -1.0203 4.7035
H -3.3164 -3.5539 4.6820
H -1.3105 -3.3655 3.3402
H -2.0113 -3.6981 0.8968
H -0.9423 -5.8789 0.4953
H 0.9871 -7.2630 0.4563
H 2.3281 -6.4335 -0.3411
H 2.3839 -6.7074 1.3924
H 2.8917 -4.0999 1.0260
H -4.3499 0.4498 3.7425
S -2.5030 2.1272 -2.9526
C -1.7187 3.4113 -2.0808
C -1.9485 4.7776 -2.1732
C -1.1913 5.6150 -1.3775
C -0.2333 5.0966 -0.5007
C -0.0103 3.7375 -0.4087
C -0.7593 2.8772 -1.2102
N -0.6667 1.4969 -1.2694
C -1.5335 0.9888 -2.1195
C -1.5244 -0.4466 -2.3256
C -2.1200 -1.0891 -3.4061
C -1.8318 -2.4219 -3.6440
C -0.9009 -3.0753 -2.8467
C -0.3585 -2.4518 -1.7279
C -0.7206 -1.1477 -1.4047
H -2.7063 5.1670 -2.8397
H -1.3510 6.6833 -1.4272
H 0.3388 5.7749 0.1168
H 0.7106 3.3381 0.2940
H -2.7777 -0.5382 -4.0680
H -2.3012 -2.9378 -4.4704
H -0.5943 -4.0847 -3.0887
H 0.3729 -2.9910 -1.1417
N 2.4147 0.3372 -2.5546
C 3.1477 1.4264 -2.4367
C 3.7663 2.0173 -3.5832
C 4.4830 3.1555 -3.4605
C 4.5685 3.7946 -2.1818
C 4.0735 3.1418 -1.0081
C 3.3494 2.0104 -1.1463
S 4.1443 5.6057 -2.2354
O 3.9262 6.1484 -3.5192
O 5.5288 4.9324 -2.0270
O 3.5831 6.1459 -1.0572
H 2.3307 -0.1357 -3.4407
H 2.0120 -0.1035 -1.7385
H 3.6739 1.5402 -4.5502
H 4.9704 3.6162 -4.3101
H 4.2542 3.5770 -0.0338
H 2.9490 1.5024 -0.2775
*
```

As for the total energy: -112036.7412 eV. As for the HOMO energy (spin up / spin down): -0.4839 / -0.4838 Ha. As for the energy above the lowest of the compared OMol25 structures with the same formula, charge and spin: 0.0 kcal/mol.

Atomic partial charges in e from the Mulliken method, atoms 1 to 2: Tc -0.17; C -1.70


(4)
C4H14N2O | ωB97M-V/def2-TZVPD

```
! wB97M-V def2-TZVPD RIJCOSX def2/J DEFGRID3
* xyz 0 1
C 1.2837 1.6195 0.9465
C 1.6602 0.1541 0.4585
C 2.0323 -0.8032 1.6523
N 0.6695 -0.4839 -0.4498
C -0.7831 -0.1443 -0.0397
N -1.6847 -0.7057 -0.9033
H 2.1765 2.1081 1.3814
H 0.4924 1.6379 1.6902
H 0.9375 2.1250 0.0290
H 2.5980 0.3622 -0.1712
H 2.9108 -0.6183 2.4403
H 2.5496 -1.6390 1.0826
H 1.1934 -1.2217 2.1634
H 0.7893 0.0135 -1.3235
H -1.1315 0.8577 0.2760
H -0.9373 -0.5897 0.9950
H -2.6880 -0.6119 -0.6796
H -1.6372 -1.6453 -0.8857
O -3.8610 -0.1190 -2.7742
H -3.5284 0.1639 -3.6147
H -3.0421 -0.4596 -2.2735
*
```

As for the total energy: -9401.0337 eV. As for the HOMO energy: -0.3479 Ha. As for the energy above the lowest of the compared OMol25 structures with the same formula, charge and spin: 59.3 kcal/mol.

Atomic partial charges in e from the Mulliken method, atoms 1 to 2: C -1.33; C 0.36


(5)
C2BrClF4 | ωB97M-V/def2-TZVPD

```
! wB97M-V def2-TZVPD RIJCOSX def2/J DEFGRID3
* xyz 0 1
C -0.8282 0.0125 -0.0175
C 1.0926 -0.3029 -0.6239
F -1.2788 -1.0232 0.6584
F -0.7556 1.1677 0.6885
F -1.4765 0.2420 -1.1277
F 1.7089 0.8090 -0.2410
Cl 0.7645 -0.4063 -2.4302
Br 1.8014 -1.7794 0.1913
*
```

As for the total energy: -95507.1357 eV. As for the HOMO energy: -0.3827 Ha. As for the energy above the lowest of the compared OMol25 structures with the same formula, charge and spin: 23.5 kcal/mol.

Atomic partial charges in e from the Mulliken method, atoms 1 to 2: C 0.73; C 0.20


(6)
C22H24N4O4S3Ti | ωB97M-V/def2-TZVPD

```
! wB97M-V def2-TZVPD RIJCOSX def2/J DEFGRID3
* xyz -2 1
Ti -0.8711 0.8337 0.3618
N -0.8434 -0.4441 2.1791
C -0.4782 0.4250 3.2819
C -0.2251 -0.3033 4.5901
C -1.3754 -1.2510 4.9382
C -2.7543 -0.5860 5.0627
N -3.4270 -0.2148 3.8184
C -3.9196 -1.0952 2.9265
N -4.3385 -0.6589 1.7476
N -4.0407 -2.3900 3.2508
C 0.7055 1.2785 2.7763
O 1.4442 1.8265 3.5799
O 0.7641 1.3389 1.4907
H -1.7220 -0.9312 2.2878
H -0.1746 -1.2013 2.0177
H -1.2807 1.1578 3.4124
H -0.0737 0.4396 5.3770
H 0.7027 -0.8776 4.5239
H -1.1610 -1.7285 5.8992
H -1.4217 -2.0552 4.1955
H -2.6709 0.3319 5.6471
H -3.4274 -1.2399 5.6253
H -3.2765 0.7156 3.4565
H -3.8758 0.1816 1.3672
H -4.4958 -1.3994 1.0447
H -3.5800 -2.7130 4.0825
H -4.0530 -3.0227 2.4261
S -3.7313 -3.6193 0.3221
C -2.1994 -2.7900 0.4268
S -0.9732 -3.4411 1.4099
S -2.0725 -1.3638 -0.5382
C -0.1334 1.3268 -1.4077
C -0.1846 2.0521 -2.4128
C -0.2107 2.8606 -3.5486
C 0.8422 3.8446 -3.7056
C 2.0339 3.7480 -2.9479
C 3.0466 4.6813 -3.0515
C 2.9403 5.7729 -3.9115
C 1.7692 5.9058 -4.6477
C 0.7469 4.9756 -4.5484
C -1.3038 2.6543 -4.4878
C -2.4949 2.0191 -4.0702
C -3.5366 1.7714 -4.9437
C -3.4573 2.1422 -6.2842
C -2.2885 2.7498 -6.7248
C -1.2371 2.9958 -5.8554
H 2.1368 2.9159 -2.2624
H 3.9394 4.5556 -2.4474
H 3.7384 6.5017 -3.9920
H 1.6393 6.7611 -5.3043
H -0.1646 5.1460 -5.1044
H -2.5809 1.7142 -3.0345
H -4.4277 1.2782 -4.5701
H -4.2774 1.9494 -6.9663
H -2.1828 3.0235 -7.7704
H -0.3259 3.4242 -6.2502
O -1.8115 2.1921 1.2022
O -2.7020 1.2439 0.5748
*
```

As for the total energy: -92976.8999 eV. As for the HOMO energy: -0.0162 Ha. As for the energy above the lowest of the compared OMol25 structures with the same formula, charge and spin: 3.1 kcal/mol.

Atomic partial charges in e from the Mulliken method, atoms 1 to 2: Ti 0.39; N 0.66


(7)
CH5FN2 | ωB97M-V/def2-TZVPD

```
! wB97M-V def2-TZVPD RIJCOSX def2/J DEFGRID3
* xyz 0 1
C -0.6852 -0.2869 0.0152
N 0.3445 0.8982 -0.0695
N 1.5816 0.8157 0.1859
F 2.5440 0.2570 -0.9820
H -0.3133 -1.3047 -0.1233
H -1.1219 -0.2292 0.9555
H -1.3434 -0.0417 -0.8221
H 0.1278 1.5878 -0.7793
H 1.8870 0.1019 0.7558
*
```

As for the total energy: -6812.3981 eV. As for the HOMO energy: -0.3395 Ha. As for the energy above the lowest of the compared OMol25 structures with the same formula, charge and spin: 69.8 kcal/mol.

Atomic partial charges in e from the Mulliken method, atoms 1 to 2: C -0.70; N 0.11


(8)
C2H7BrN4 | ωB97M-V/def2-TZVPD

```
! wB97M-V def2-TZVPD RIJCOSX def2/J DEFGRID3
* xyz 2 1
H 1.6104 -2.3335 -1.2782
N 1.2481 -1.4138 -1.0265
N 0.2515 -1.3003 -0.3060
C -0.2875 0.0115 -0.0451
N 0.3841 1.0989 0.0167
C -0.1288 2.3909 0.2192
N -0.4499 -2.3150 0.1998
Br -1.8344 -2.2737 1.4982
H -1.3717 0.0291 0.0861
H 1.4094 1.0473 -0.1177
H 0.3456 2.8551 1.0987
H 0.1829 3.0504 -0.6067
H -1.2151 2.4151 0.3189
H -0.1446 -3.2620 -0.0574
*
```

As for the total energy: -78167.2752 eV. As for the HOMO energy (spin up / spin down): -0.7031 / -0.7030 Ha. As for the energy above the lowest of the compared OMol25 structures with the same formula, charge and spin: 144.2 kcal/mol.

Atomic partial charges in e from the Mulliken method, atoms 1 to 2: H 0.32; N -0.81